{
  "formula": "C42H123N7O23",
  "method": "ωB97M-V/def2-TZVPD",
  "multiplicity": 1,
  "homo_lumo_gap_ev": 8.6,
  "lumo_ev": 0.1,
  "molar_mass_g_mol": 1094.47,
  "relative_energy_kcal_mol": 0.0,
  "energy_ha": -3787.28050,
  "max_force_ev_per_a": 3.6,
  "elements": ["C", "O", "C", "C", "N", "C", "C", "O", "C", "H", "H", "H", "H", "H", "H", "H", "H", "H", "H", "H", "H", "H", "H", "H", "C", "O", "C", "C", "N", "C", "C", "O", "C", "H", "H", "H", "H", "H", "H", "H", "H", "H", "H", "H", "H", "H", "H", "H", "C", "O", "C", "C", "N", "C", "C", "O", "C", "H", "H", "H", "H", "H", "H", "H", "H", "H", "H", "H", "H", "H", "H", "H", "C", "O", "C", "C", "N", "C", "C", "O", "C", "H", "H", "H", "H", "H", "H", "H", "H", "H", "H", "H", "H", "H", "H", "H", "C", "O", "C", "C", "N", "C", "C", "O", "C", "H", "H", "H", "H", "H", "H", "H", "H", "H", "H", "H", "H", "H", "H", "H", "C", "O", "C", "C", "N", "C", "C", "O", "C", "H", "H", "H", "H", "H", "H", "H", "H", "H", "H", "H", "H", "H", "H", "H", "C", "O", "C", "C", "N", "C", "C", "O", "C", "H", "H", "H", "H", "H", "H", "H", "H", "H", "H", "H", "H", "H", "H", "H", "O", "H", "H", "O", "H", "H", "O", "H", "H", "O", "H", "H", "O", "H", "H", "O", "H", "H", "O", "H", "H", "O", "H", "H", "O", "H", "H"],
  "xyz": [[-4.06332, 0.00222, 6.77314], [-5.14857, 0.87161, 6.45301], [-5.08211, 1.23970, 5.07699], [-6.30564, 2.07442, 4.77083], [-6.36139, 3.38603, 5.38430], [-6.89569, 4.39155, 4.42838], [-7.34300, 5.62798, 5.19695], [-8.61010, 5.44821, 5.85325], [-9.20936, 6.68403, 6.15544], [-3.12192, 0.40359, 6.39794], [-4.12412, -1.00576, 6.36279], [-4.14970, -0.05995, 7.85794], [-5.22029, 0.32463, 4.50110], [-4.11067, 1.61881, 4.75969], [-7.19980, 1.47393, 4.93807], [-6.28782, 2.20074, 3.68832], [-6.99122, 3.42445, 6.17293], [-7.71880, 4.00674, 3.82629], [-6.06841, 4.73103, 3.80511], [-7.40630, 6.42479, 4.45588], [-6.61697, 5.90789, 5.96025], [-9.44252, 7.35880, 5.33178], [-8.63691, 7.36800, 6.78199], [-10.11963, 6.36168, 6.66101], [-9.41290, -0.65544, -12.70890], [-8.31895, -1.50090, -12.43576], [-7.07937, -0.97676, -12.88417], [-5.81793, -1.49259, -12.10344], [-5.43031, -0.94890, -10.73958], [-6.50522, -0.77711, -9.75974], [-7.19446, -2.11596, -9.40285], [-6.20870, -3.02738, -8.97164], [-6.77298, -4.06745, -8.19110], [-9.38671, -0.49545, -13.78677], [-9.29405, 0.25386, -12.11971], [-10.34975, -1.13911, -12.43234], [-7.03254, 0.10764, -12.78422], [-6.95946, -1.21923, -13.94006], [-4.98687, -1.44998, -12.80745], [-5.81729, -2.54561, -11.82193], [-4.91524, -1.70096, -10.30458], [-7.16489, -0.01987, -10.18343], [-6.10083, -0.32086, -8.85618], [-7.52353, -2.65946, -10.28852], [-8.04078, -1.85193, -8.76872], [-7.62220, -4.62007, -8.59298], [-7.09168, -3.69684, -7.21685], [-5.99048, -4.80890, -8.02968], [-1.67015, -1.16388, -3.35326], [-0.69592, -0.53688, -2.53364], [-1.29511, -0.07277, -1.28037], [-0.21216, 0.62031, -0.48679], [0.96511, -0.19812, -0.19617], [2.02294, 0.66609, 0.20678], [3.31322, -0.20621, 0.42052], [3.76256, -0.67992, -0.79734], [4.88803, -1.50799, -0.76600], [-2.46666, -0.43936, -3.52278], [-2.11146, -2.04510, -2.88765], [-1.28319, -1.43206, -4.33634], [-1.67734, -0.94393, -0.74831], [-2.05275, 0.69064, -1.45728], [-0.77288, 1.00928, 0.36314], [0.04470, 1.46286, -1.12883], [1.34759, -0.55559, -1.05989], [1.82791, 1.19488, 1.13975], [2.21477, 1.34932, -0.62057], [3.15082, -1.04644, 1.09560], [4.13397, 0.44313, 0.72520], [4.76516, -2.40131, -0.15364], [5.74574, -0.99352, -0.33272], [5.26465, -1.79357, -1.74819], [10.20480, 2.25950, 6.81614], [10.45062, 2.71946, 5.46863], [9.61547, 3.82807, 5.03730], [10.01485, 4.24540, 3.60643], [9.18611, 3.60477, 2.57605], [9.47428, 4.24891, 1.23977], [8.55468, 3.67101, 0.10700], [8.96464, 4.07936, -1.17615], [8.25626, 3.40895, -2.21207], [9.30233, 1.65704, 6.91960], [10.23827, 3.13547, 7.46394], [10.90579, 1.52705, 7.21642], [9.51075, 4.70211, 5.68009], [8.62177, 3.38759, 4.95573], [11.03130, 3.92449, 3.37850], [9.92330, 5.32407, 3.47920], [9.40503, 2.62261, 2.48919], [10.50346, 3.94737, 1.04496], [9.40366, 5.33621, 1.26922], [7.52885, 4.01932, 0.22723], [8.61932, 2.58705, 0.20163], [7.23663, 3.75442, -2.04148], [8.22576, 2.34547, -1.97505], [8.61187, 3.55305, -3.23231], [-2.88244, -6.77402, 5.77013], [-3.44086, -6.77826, 4.47977], [-2.47122, -6.99560, 3.46750], [-2.94061, -6.18866, 2.23638], [-2.45378, -6.81357, 0.96142], [-2.62972, -6.05230, -0.28586], [-2.49556, -6.97668, -1.54446], [-3.72639, -7.70717, -1.59652], [-3.77173, -8.76582, -2.54405], [-2.79610, -7.85272, 5.90075], [-3.64678, -6.40957, 6.45645], [-1.99627, -6.14059, 5.80979], [-2.54518, -8.07676, 3.35022], [-1.44783, -6.69079, 3.68623], [-2.78184, -5.11949, 2.37702], [-4.00368, -6.39127, 2.10631], [-3.01422, -7.64951, 0.87634], [-1.91116, -5.23642, -0.36411], [-3.61852, -5.59625, -0.33474], [-1.60038, -7.58524, -1.41640], [-2.44390, -6.25272, -2.35767], [-3.06706, -9.54484, -2.25310], [-3.65972, -8.45005, -3.58128], [-4.78919, -9.15502, -2.58156], [0.39209, 6.38811, 2.54945], [-0.22413, 7.18547, 3.54379], [-0.39099, 6.52327, 4.79031], [-1.69779, 5.69483, 4.78232], [-2.23710, 5.38045, 6.11055], [-1.37999, 4.69450, 7.01083], [-2.12107, 4.37018, 8.28030], [-1.07731, 3.83055, 9.13754], [-1.62260, 3.42860, 10.40130], [0.40278, 6.96784, 1.62647], [-0.24257, 5.50198, 2.55759], [1.43123, 6.14609, 2.77244], [-0.39536, 7.25936, 5.59420], [0.43897, 5.89292, 5.10959], [-1.52906, 4.79970, 4.18366], [-2.43920, 6.33227, 4.30057], [-3.07696, 4.83444, 5.98170], [-0.57100, 5.33952, 7.35374], [-0.98472, 3.79018, 6.54815], [-2.90155, 3.60932, 8.28743], [-2.55207, 5.31325, 8.61639], [-2.23378, 4.23847, 10.79964], [-0.90085, 3.20015, 11.18550], [-2.17931, 2.49670, 10.30254], [4.71954, -5.10107, -5.62556], [3.56165, -4.33511, -5.26576], [3.46290, -3.08070, -5.88303], [2.29002, -2.39182, -5.22660], [2.03759, -1.04827, -5.76862], [3.18793, -0.16421, -5.66402], [2.81375, 1.33979, -5.97587], [2.01807, 1.98545, -4.99598], [1.24887, 3.01022, -5.36651], [4.94234, -5.14677, -6.69157], [4.61595, -6.13862, -5.30797], [5.63755, -4.84009, -5.09901], [3.39262, -3.19825, -6.96439], [4.36342, -2.50489, -5.66949], [2.52133, -2.29170, -4.16614], [1.46028, -3.09217, -5.32226], [1.36191, -0.71741, -5.09477], [3.90012, -0.39575, -6.45604], [3.62840, -0.30443, -4.67689], [2.31812, 1.37685, -6.94596], [3.64064, 2.02722, -6.15417], [0.94905, 3.57508, -4.48382], [0.30582, 2.68430, -5.80532], [1.68781, 3.72755, -6.05995], [6.96911, -1.85854, 4.50320], [6.62340, -1.23326, 5.14017], [6.40706, -2.62814, 4.59298], [12.03529, -3.39276, 1.40750], [12.01202, -4.01683, 2.13292], [11.77190, -2.55989, 1.79889], [4.90137, -5.16730, 4.02869], [4.83195, -5.91839, 4.61799], [4.07815, -5.16853, 3.54031], [5.04099, 1.19431, 6.16191], [4.88194, 1.78221, 5.42345], [4.76595, 1.69441, 6.93035], [8.50012, -6.38316, 2.13509], [9.25706, -6.09871, 2.64729], [7.75250, -5.95822, 2.55546], [-6.03559, 3.71159, -0.49428], [-6.00783, 3.53729, -1.43507], [-6.75260, 4.33659, -0.38707], [5.13411, 4.66787, 3.40330], [6.05792, 4.53918, 3.18828], [5.11770, 5.47451, 3.91835], [-2.18156, -5.02122, -9.50000], [-2.26598, -5.87051, -9.93338], [-2.93422, -4.97684, -8.91028], [0.66221, -2.49263, 3.42991], [1.06574, -3.24403, 2.99541], [0.72413, -1.78358, 2.78988]],
  "forces_ev_per_angstrom": [[-0.7061, 0.4510, 0.5859], [1.0491, -0.1703, -0.7986], [-1.3433, -0.9363, 0.5891], [0.4723, 0.0280, -0.6421], [-0.3909, 0.7426, -0.6955], [0.5433, 0.2094, 1.6200], [-0.4780, -0.2061, -0.2265], [0.9829, 0.3742, -0.9574], [-0.7078, -0.1073, 0.6359], [0.2214, 0.2588, 0.3988], [-0.5129, -0.1288, -0.2607], [0.7112, -0.1550, -0.0128], [0.0687, -0.3353, -0.3181], [0.0683, 0.6538, 0.3456], [-0.0813, -0.1414, 0.3476], [0.0276, 0.1891, -0.2139], [0.0812, -0.4561, 0.2359], [-0.1047, 0.0084, -0.1753], [-0.0588, -0.1888, -0.3502], [-0.2079, 0.3496, 0.0578], [0.3169, 0.0176, -0.0561], [-0.1965, -0.5675, -0.8102], [0.4668, -0.4660, 0.6331], [-0.1192, 0.6228, 0.0727], [0.6153, -0.2506, -0.2338], [0.4901, -0.5321, 0.8012], [0.9559, -0.2753, 1.1947], [-0.4915, -1.0756, 1.0751], [-0.0192, 0.7968, -0.4484], [-0.2048, -0.4011, -1.0435], [0.1835, 0.8244, -1.8227], [-0.1738, -0.3499, 1.5627], [0.7212, -0.2302, 0.5334], [-0.4862, 0.6134, -0.1042], [-0.2057, 0.3867, -0.2610], [0.2044, -0.1717, 0.0296], [-0.3090, 0.3314, -0.0380], [0.1583, -0.0533, -0.1400], [0.2136, 0.6753, 0.2333], [-0.9742, -0.5949, -1.1105], [0.7195, -0.0066, -0.3348], [-0.6209, -0.2773, 0.1818], [0.2294, -0.1561, 0.0803], [-1.0049, 0.8543, -0.3378], [0.0823, -0.6899, 0.7070], [-0.1601, 0.3367, -0.7151], [0.0036, 0.1572, 0.1559], [0.0832, 0.0689, 0.0469], [-0.2530, 0.6485, 0.1142], [-0.6071, 0.0864, 0.6589], [1.4373, -0.8034, -0.9561], [-0.5593, -0.4643, -1.1567], [-1.2985, 0.0846, 0.4380], [2.2265, -1.0269, 0.5705], [-0.0484, 1.4628, 0.0592], [-0.5357, -0.8914, -2.3425], [0.9143, 0.1205, 0.5902], [-0.3507, -0.0176, -0.1438], [0.0774, -0.1820, 0.1556], [0.4333, 0.0250, 0.2255], [-0.3089, -0.0215, 0.0503], [-0.3979, -0.2431, -0.2442], [0.6859, -0.0177, 0.6154], [0.3215, 0.5021, 0.0826], [-0.6653, -0.5660, -0.4441], [-0.1672, 0.0953, -0.0546], [0.4066, 0.6320, 0.2062], [-0.1642, 0.1134, 0.4188], [-0.0863, 0.2024, 1.0746], [-0.3692, -0.2290, -0.0090], [0.1347, 0.3817, 0.3545], [-0.7788, 0.0571, -0.2517], [-0.1762, 0.4251, -0.4136], [0.3162, 0.3370, 0.6906], [-0.3421, -1.5410, -0.8757], [-0.0591, -0.9633, -0.0170], [-1.2519, 1.5318, -0.9983], [-0.2450, -1.4995, -0.0520], [0.5476, 0.5213, 0.6985], [1.6038, 0.1819, -0.4712], [-0.9624, -0.1578, 1.6713], [-0.7528, 0.6362, -0.2571], [-0.3610, -0.1438, 0.3148], [0.9300, 0.3544, -0.7890], [0.7275, -0.1602, 0.5570], [-0.4088, 0.2732, 0.0030], [0.5508, 0.4509, 0.5758], [0.0481, -0.0361, 0.0739], [0.1091, -0.0982, 0.1594], [0.2705, 0.4661, -0.7236], [-0.0655, -0.0914, 0.2838], [-0.2929, -0.2311, 0.4466], [-0.2944, -0.3057, -0.0931], [-0.4861, -0.0558, -0.9253], [0.2055, -0.3297, -0.2690], [0.2679, 0.4727, 0.4327], [-1.0768, -0.8021, -0.4618], [0.0576, 2.0066, -0.4942], [-1.1331, 0.1349, -0.7590], [-0.8721, -1.8762, -1.0768], [1.1741, 0.6147, 0.1490], [-0.0033, -0.8479, 0.0513], [-1.1525, 1.3966, 1.7194], [0.4438, -0.1925, -0.3577], [-0.4311, 0.2575, 0.1572], [1.1499, 0.0020, 1.2571], [0.1026, 0.0905, 0.0262], [0.2324, -0.3718, 0.2767], [0.6820, -0.1634, -0.8676], [0.0275, -0.0493, 0.5596], [0.3419, -0.1209, -0.3395], [-0.5095, 0.7463, 0.9512], [0.0596, -0.1676, -0.1706], [0.2417, -0.0946, 0.1515], [-0.3384, 0.1399, -0.1255], [-0.0570, -0.2821, -0.3576], [0.2775, -0.4271, -0.5693], [0.0498, -0.1427, -0.3022], [0.7619, 0.3351, -0.0682], [-0.0130, -0.1572, 0.6519], [-0.5971, 0.0323, 0.6033], [0.6215, 0.5473, 0.8239], [-0.5943, -0.2394, 0.4957], [0.1574, 0.6721, 0.4921], [-0.4690, 1.0108, -0.8535], [-0.0513, -0.5975, 0.0553], [1.2698, -0.7672, 0.8559], [-0.5751, 0.3511, 0.9462], [-0.0375, 0.1446, -0.2901], [-0.3735, -0.2794, -0.0460], [0.5017, -0.4514, -1.0676], [0.0952, -0.1623, 0.2887], [-0.4935, 0.4117, -0.2170], [0.4539, -0.2712, -0.6537], [-0.0569, -0.2752, -0.2005], [-0.0285, -0.1676, -0.2291], [-0.2251, 0.0197, -0.0491], [0.2373, -0.0423, -0.2807], [0.4614, -0.3276, 0.1483], [-0.2799, 0.0163, -0.7577], [0.0300, 0.0600, 0.5925], [-0.3498, -0.1016, 0.0390], [0.7146, 0.2867, -0.5349], [-0.4918, 0.0694, -0.1870], [-0.1038, -0.3805, 0.3878], [0.8890, -1.3941, -0.0440], [0.6417, 0.1454, 0.3503], [0.7246, 0.0390, -0.4025], [-0.8565, -0.4556, -0.0710], [-0.4833, 1.5417, -0.2995], [-0.2661, -0.1185, -0.2340], [1.6581, -2.8189, 1.4307], [-1.9709, 1.8814, -0.5771], [-0.2786, 0.3937, -0.2154], [-0.7524, 0.0005, 0.0113], [0.0247, 0.8849, 0.0593], [-0.3260, 0.1602, -0.2288], [0.3305, 0.1090, -0.1055], [0.1379, -0.2932, 0.3472], [-0.4361, 0.4925, -0.1072], [-0.4222, 0.6589, -0.2280], [0.1956, -0.2138, 0.1678], [0.5379, 0.4368, 0.1637], [-0.5370, -0.4329, -0.1262], [0.8825, -0.5193, 0.2481], [0.1835, 0.0343, 0.1799], [-0.2505, -0.1781, -0.3961], [0.4455, 0.0501, -0.2021], [0.2607, 0.0040, -0.1554], [-0.1334, 0.2794, 0.1816], [-0.2010, -0.2829, -0.0332], [0.0753, -0.0529, -0.2115], [0.0161, -0.1729, 0.1465], [-0.0834, 0.2383, 0.0685], [0.2724, 0.1874, -0.0215], [0.0150, -0.1959, 0.1882], [-0.1897, 0.0467, -0.1610], [0.1553, -0.2786, 0.0137], [-0.0317, 0.1764, -0.2854], [-0.0727, 0.0819, 0.2155], [0.0252, -0.1960, -0.1600], [0.1899, 0.0671, 0.0803], [-0.2837, 0.1453, 0.0938], [0.1397, -0.0971, 0.1791], [0.0412, -0.0716, -0.2385], [-0.1787, 0.1653, 0.0707], [-0.2599, -0.1509, 0.0186], [0.3926, -0.1523, -0.1328], [-0.0489, 0.2142, 0.1235], [0.1639, 0.1332, -0.0312], [0.0201, -0.2075, -0.1393], [-0.1964, 0.0925, 0.1589], [-0.0836, -0.0550, 0.3073], [0.0610, -0.1646, -0.1306], [-0.0063, 0.2424, -0.2805]]
}